# 1
Below is a molecular structure, C21H17CrF10N5O3, with properties calculated with the ωB97M-V functional and the def2-TZVPD basis.

The geometry in XYZ format:
```
57
Properties=species:S:1:pos:R:3
Cr 0.238 -0.430 -0.375
C -2.813 -0.118 0.076
N -1.553 0.433 0.600
C -1.414 0.128 2.048
C -0.627 -1.157 2.209
N 0.637 -1.049 1.480
C 1.796 -0.877 2.198
C 3.004 -1.461 1.765
F 2.998 -2.290 0.715
C 4.212 -1.281 2.404
F 5.311 -1.887 1.939
C 4.293 -0.521 3.554
F 5.463 -0.346 4.184
C 3.136 0.041 4.039
F 3.181 0.803 5.144
C 1.935 -0.129 3.374
F 0.876 0.533 3.890
C -1.498 1.875 0.362
C -0.122 2.444 0.640
N 0.938 1.585 0.112
C 2.200 2.091 0.229
C 3.304 1.313 -0.185
F 3.049 0.092 -0.685
C 4.623 1.693 -0.116
F 5.577 0.858 -0.544
C 4.970 2.929 0.393
F 6.253 3.321 0.467
C 3.947 3.737 0.824
F 4.237 4.944 1.336
C 2.619 3.342 0.750
F 1.747 4.260 1.238
H -3.667 0.367 0.565
H -2.872 0.061 -0.998
H -2.846 -1.190 0.234
H -0.856 0.937 2.510
H -2.405 0.082 2.517
H -0.490 -1.396 3.267
H -1.194 -1.976 1.762
H -1.787 2.049 -0.676
H -2.232 2.396 0.990
H -0.114 3.440 0.193
H -0.008 2.598 1.721
N -0.286 0.599 -2.240
C 0.936 0.455 -3.064
C 1.312 -1.017 -2.997
O 1.640 -1.626 -4.009
N 1.146 -1.503 -1.749
C 0.951 -2.936 -1.595
C -0.434 -3.126 -0.985
O -0.954 -4.222 -0.884
O -0.971 -2.000 -0.589
H -1.045 0.078 -2.670
H -0.562 1.569 -2.179
H 1.715 1.070 -2.613
H 0.798 0.744 -4.103
H 1.680 -3.370 -0.913
H 1.010 -3.461 -2.546
```

Values from the calculation:
- 2S+1: 2
- Net charge: -1
- Orbital gap (spin up / spin down): 6.884 / 6.858 eV

# 2
Below is a molecular structure, C21H17MnO6S5 at a distorted geometry, with properties calculated with the ωB97M-V functional and the def2-TZVPD basis.

The geometry in XYZ format:
```
50
Properties=species:S:1:pos:R:3
Mn 0.507 -1.372 -1.592
O 1.770 1.237 1.117
C 1.428 0.596 0.148
O 0.802 -0.533 0.111
C 1.797 1.074 -1.341
O 2.524 2.024 -1.529
O 1.254 0.289 -2.209
S 0.762 -5.522 -2.996
C 0.352 -3.997 -2.540
S -0.124 -3.554 -0.933
S 0.347 -2.625 -3.593
C 3.736 -2.627 4.932
C 3.773 -2.384 3.448
C 4.350 -1.224 2.940
C 4.370 -0.978 1.578
C 3.812 -1.908 0.718
C 3.224 -3.067 1.197
C 3.214 -3.301 2.561
S 3.761 -1.558 -1.041
C 4.900 -2.882 -1.533
O 2.445 -2.095 -1.526
H 3.378 -1.738 5.452
H 4.734 -2.856 5.314
H 3.077 -3.459 5.174
H 4.761 -0.485 3.617
H 4.777 -0.052 1.193
H 2.737 -3.759 0.519
H 2.746 -4.202 2.938
H 4.481 -3.831 -1.204
H 5.864 -2.691 -1.066
H 4.978 -2.865 -2.618
C -6.695 6.382 0.455
C -5.773 5.261 0.050
O -4.704 5.046 0.548
S -6.464 4.258 -1.260
C -5.222 2.996 -1.429
C -5.525 1.697 -1.048
C -4.562 0.708 -1.154
C -3.284 1.012 -1.627
C -3.004 2.326 -2.026
C -3.966 3.313 -1.930
C -2.235 0.048 -1.671
C -1.281 -0.699 -1.688
H -6.106 7.274 0.663
H -7.206 6.089 1.373
H -7.437 6.590 -0.314
H -6.512 1.468 -0.668
H -4.793 -0.308 -0.864
H -2.020 2.556 -2.413
H -3.746 4.328 -2.232
```

Values from the calculation:
- 2S+1: 4
- Net charge: -1
- Energy relative to the best compared isomer or geometry (same formula, charge and spin): 4.1 kJ/mol
- Orbital gap (spin up / spin down): 6.704 / 7.493 eV

# 3
Below is C21H17N3O3S in the gas phase at a distorted geometry, with properties calculated with the ωB97M-V functional and the def2-TZVPD basis.

The geometry in XYZ format:
```
45
Properties=species:S:1:pos:R:3
C 2.411 0.505 -1.286
C 2.254 -0.713 -0.429
C 2.401 -0.633 0.950
C 2.215 -1.748 1.743
C 1.890 -2.968 1.162
S 1.543 -4.326 2.266
C 0.270 -5.282 1.367
C -0.729 -4.456 0.569
O -1.196 -4.881 -0.461
N -1.032 -3.252 1.126
C -1.551 -2.154 0.429
C -2.467 -2.302 -0.610
C -2.895 -1.186 -1.310
C -2.416 0.073 -1.002
C -1.501 0.219 0.039
C -0.919 1.503 0.350
N 0.023 1.741 1.216
N 0.307 3.046 1.156
C -0.475 3.567 0.254
C -0.549 4.931 -0.172
C -1.362 5.516 -1.116
C -1.014 6.881 -1.129
C -0.025 7.023 -0.199
O 0.261 5.854 0.381
O -1.285 2.635 -0.302
C -1.086 -0.891 0.767
C 1.795 -3.076 -0.216
C 1.967 -1.948 -0.997
H 3.414 0.539 -1.714
H 1.697 0.494 -2.106
H 2.265 1.407 -0.696
H 2.623 0.316 1.411
H 2.302 -1.680 2.817
H 0.746 -5.998 0.696
H -0.255 -5.839 2.147
H -0.518 -3.010 1.966
H -2.819 -3.284 -0.875
H -3.606 -1.307 -2.114
H -2.735 0.939 -1.562
H -2.102 5.023 -1.711
H -1.440 7.649 -1.741
H 0.532 7.880 0.124
H -0.375 -0.751 1.566
H 1.570 -4.022 -0.685
H 1.866 -2.034 -2.070
```

Values from the calculation:
- Energy relative to the best compared isomer or geometry (same formula, charge and spin): 79.4 kJ/mol
- Orbital gap: 8.364 eV
- SMILES: Cc1ccc(SCC(=O)Nc2cccc(-c3nnc(-c4ccco4)o3)c2)cc1

The records above give, respectively, total energy values of -91243.74819 -119836.08382 -43500.71484 eV.